DFT (ωB97M-V with the def2-TZVPD basis set) results for a cluster of 2 separate species, C4H10NO3 in total.

Summary:
Lowest unoccupied orbital energy (alpha / beta) in hartree: 0.252 / 0.233
Total energy in Ha: -438.695893

Structure (ORCA input):
```
! wB97M-V def2-TZVPD RIJCOSX def2/J DEFGRID3
* xyz -2 2
O -1.97 1.21 -0.16
C -1.65 0.04 0.71
O -1.31 0.24 1.95
C -0.61 -0.87 -0.20
C 0.67 -0.13 -0.61
C 1.37 0.83 0.45
N -1.29 -1.18 -1.43
H -0.34 -1.74 0.40
H 0.42 0.45 -1.50
H 1.47 -0.82 -0.90
H 1.96 1.56 -0.09
H 2.14 0.19 0.89
H 0.68 1.21 1.20
H -2.57 -0.58 0.65
H -1.32 -2.20 -1.51
H -2.02 0.69 -0.98
H 4.82 -0.01 -0.67
O 3.90 -0.24 -0.48
*
```

Need the Löwdin charges? In units of e they are:
1. O -0.11
2. C -0.62
3. O -0.22
4. C -0.40
5. C -0.22
6. C -0.12
7. N 0.05
8. H 0.12
9. H 0.08
10. H 0.07
11. H 0.04
12. H 0.03
13. H 0.04
14. H 0.09
15. H 0.01
16. H 0.02
17. H -0.23
18. O -0.61

=====

DFT (ωB97M-V with the def2-TZVPD basis set) results for a structure of composition C45H43BCaF9I2N4O12PS.

Summary:
Lowest unoccupied orbital energy in hartree: 0.132
Total energy in Ha: -5798.999788

Structure (ORCA input):
```
! wB97M-V def2-TZVPD RIJCOSX def2/J DEFGRID3
* xyz -2 1
Ca -0.03 0.59 -0.96
O 1.88 3.22 1.22
C 1.26 2.91 0.20
O 1.54 1.92 -0.56
C 0.10 3.79 -0.23
C -0.04 5.00 0.39
C -1.07 5.88 0.06
C -1.99 5.53 -0.92
C -1.87 4.34 -1.58
C -0.81 3.39 -1.29
O -0.72 2.28 -1.89
N -2.89 4.05 -2.58
O -2.62 3.31 -3.50
O -3.97 4.61 -2.45
N -1.18 7.15 0.71
O -0.34 7.45 1.55
O -2.10 7.90 0.40
H 0.67 5.27 1.16
H -2.81 6.20 -1.15
O -0.63 -0.27 -2.75
O 0.56 -0.88 -4.57
O 1.42 -1.08 -2.54
C 0.51 -0.77 -3.29
I -1.14 -0.33 -5.68
I -3.24 0.32 -7.57
C -3.12 -2.50 -1.13
C -3.36 -2.35 -2.64
C -4.02 -3.60 -3.19
O -2.09 -2.15 -3.27
B -1.88 -0.75 -3.26
O -3.02 -0.07 -2.93
C -4.11 -1.02 -2.96
C -5.17 -0.64 -1.94
C -4.71 -1.02 -4.36
H -2.34 -3.25 -0.98
H -4.03 -2.83 -0.62
H -2.77 -1.57 -0.69
H -3.45 -4.47 -2.88
H -4.06 -3.57 -4.28
H -5.04 -3.69 -2.80
H -4.73 -0.37 -0.99
H -5.85 -1.49 -1.81
H -5.73 0.21 -2.32
H -4.03 -1.44 -5.10
H -4.92 0.01 -4.64
H -5.65 -1.58 -4.38
F 3.53 1.68 6.22
C 4.50 1.12 5.47
F 5.55 1.96 5.49
F 4.90 0.01 6.14
C 4.05 0.80 4.08
C 5.01 0.55 3.11
C 4.62 0.22 1.82
C 3.27 0.15 1.49
C 2.32 0.40 2.48
C 2.70 0.73 3.77
P 2.64 -0.29 -0.19
C 3.92 0.48 -1.25
C 4.42 1.75 -0.94
C 5.33 2.37 -1.78
C 5.73 1.74 -2.95
C 5.22 0.50 -3.29
C 4.32 -0.12 -2.44
C 6.76 2.38 -3.84
F 6.57 2.09 -5.14
F 8.02 1.96 -3.54
F 6.78 3.72 -3.73
C 3.27 -2.05 -0.14
C 4.57 -2.50 -0.34
C 4.88 -3.85 -0.28
C 3.88 -4.77 0.00
C 2.57 -4.34 0.21
C 2.28 -2.99 0.14
C 4.18 -6.23 0.07
F 3.63 -6.92 -0.96
F 3.68 -6.80 1.20
F 5.50 -6.50 0.06
H 6.06 0.61 3.36
H 5.37 0.03 1.07
H 1.27 0.34 2.22
H 1.96 0.94 4.53
H 4.08 2.25 -0.05
H 5.71 3.36 -1.54
H 5.53 0.02 -4.21
H 3.89 -1.08 -2.72
H 5.36 -1.79 -0.56
H 5.90 -4.18 -0.43
H 1.80 -5.07 0.43
H 1.26 -2.64 0.29
C -1.90 -2.14 3.93
C -0.87 -2.47 2.85
C 0.50 -2.68 3.52
C -1.30 -3.78 2.16
C -0.78 -1.40 1.85
C -0.70 -0.57 0.94
H -1.95 -2.94 4.67
H -2.89 -2.02 3.49
H -1.63 -1.21 4.45
H 0.44 -3.47 4.27
H 0.84 -1.76 4.00
H 1.25 -2.97 2.79
H -1.37 -4.59 2.88
H -0.57 -4.05 1.39
H -2.27 -3.65 1.67
C -5.95 2.91 1.45
N -4.91 2.20 2.15
C -5.16 1.62 3.45
C -3.84 0.87 3.73
N -3.30 0.72 2.40
C -3.86 1.58 1.52
S -3.35 1.85 -0.02
H -6.25 3.79 2.02
H -6.82 2.26 1.28
H -5.55 3.22 0.48
H -6.01 0.93 3.41
H -5.37 2.39 4.19
H -4.01 -0.09 4.21
H -3.19 1.47 4.37
H -2.41 0.28 2.18
*
```

Atomic partial charges in e from the Löwdin method, atoms 1 to 99:
1. Ca 1.27
2. O 0.03
3. C -0.59
4. O -0.30
5. C -0.03
6. C 0.06
7. C -0.16
8. C 0.06
9. C -0.11
10. C -0.34
11. O -0.20
12. N -0.36
13. O 0.10
14. O 0.02
15. N -0.37
16. O 0.03
17. O 0.02
18. H 0.13
19. H 0.12
20. O -0.06
21. O -0.37
22. O 0.03
23. C -0.72
24. I 1.06
25. I -0.14
26. C 0.00
27. C -0.47
28. C -0.01
29. O 0.09
30. B -1.08
31. O 0.12
32. C -0.46
33. C -0.02
34. C -0.05
35. H 0.09
36. H 0.09
37. H 0.07
38. H 0.09
39. H 0.09
40. H 0.09
41. H 0.04
42. H 0.09
43. H 0.09
44. H 0.02
45. H 0.08
46. H 0.09
47. F 0.13
48. C -0.57
49. F 0.12
50. F 0.11
51. C -0.13
52. C -0.01
53. C -0.07
54. C -0.30
55. C -0.07
56. C 0.00
57. P 1.11
58. C -0.32
59. C -0.06
60. C 0.00
61. C -0.14
62. C -0.01
63. C -0.07
64. C -0.57
65. F 0.12
66. F 0.11
67. F 0.12
68. C -0.30
69. C -0.07
70. C -0.01
71. C -0.14
72. C -0.01
73. C -0.07
74. C -0.57
75. F 0.13
76. F 0.12
77. F 0.12
78. H 0.12
79. H 0.10
80. H 0.08
81. H 0.12
82. H 0.11
83. H 0.12
84. H 0.12
85. H 0.10
86. H 0.10
87. H 0.11
88. H 0.12
89. H 0.09
90. C -0.07
91. C -0.63
92. C -0.05
93. C -0.05
94. C -0.21
95. C -0.14
96. H 0.08
97. H 0.07
98. H 0.08
99. H 0.08

=====

DFT (ωB97M-V with the def2-TZVPD basis set) results for a structure of composition C4H8N2O.

Summary:
Lowest unoccupied orbital energy in hartree: 0.035
Total energy in Ha: -341.938512

Structure (ORCA input):
```
! wB97M-V def2-TZVPD RIJCOSX def2/J DEFGRID3
* xyz 0 1
C 1.63 -0.05 0.57
C 0.78 -0.31 -0.65
O 0.04 -1.56 -0.50
C -1.09 -0.86 -0.15
N -2.06 -1.26 0.55
C -0.56 0.47 -0.70
N -0.66 1.73 -0.01
H 1.02 -0.09 1.49
H 2.09 0.93 0.51
H 2.40 -0.82 0.67
H 1.37 -0.36 -1.57
H -1.89 -2.24 0.82
H -0.86 0.61 -1.74
H -1.51 2.22 -0.27
H -0.70 1.59 0.99
*
```

Need the Löwdin charges? In units of e they are:
1. C -0.04
2. C -0.30
3. O 0.01
4. C -0.42
5. N 0.16
6. C -0.26
7. N 0.06
8. H 0.09
9. H 0.09
10. H 0.08
11. H 0.14
12. H 0.07
13. H 0.15
14. H 0.08
15. H 0.08

=====

DFT (ωB97M-V with the def2-TZVPD basis set) results for the molecule C15H17N5OS.

Summary:
Lowest unoccupied orbital energy in hartree: 0.009
Structure (SMILES): O=C(CSc1nc2ccccc2[nH]1)NCCCn1ccnc1
Total energy in Ha: -1329.059035

Structure (ORCA input):
```
! wB97M-V def2-TZVPD RIJCOSX def2/J DEFGRID3
* xyz 0 1
O -0.82 3.43 0.35
C -1.33 2.38 0.66
C -2.76 2.02 0.24
S -2.75 1.09 -1.33
C -2.30 -0.50 -0.79
N -2.00 -0.85 0.44
C -1.70 -2.19 0.37
C -1.30 -3.06 1.37
C -1.05 -4.37 1.01
C -1.18 -4.81 -0.31
C -1.58 -3.95 -1.32
C -1.83 -2.64 -0.96
N -2.22 -1.53 -1.68
N -0.75 1.42 1.39
C 0.65 1.44 1.74
C 1.43 0.40 0.92
C 1.53 0.79 -0.56
N 2.48 1.84 -0.77
C 3.83 1.68 -0.90
C 4.35 2.93 -1.02
N 3.36 3.86 -0.97
C 2.25 3.18 -0.82
H -3.31 2.93 0.02
H -3.27 1.41 0.98
H -1.20 -2.73 2.39
H -0.74 -5.08 1.77
H -0.98 -5.84 -0.54
H -1.68 -4.29 -2.34
H -2.42 -1.47 -2.66
H -1.21 0.51 1.43
H 0.76 1.22 2.81
H 1.03 2.45 1.55
H 0.94 -0.57 1.01
H 2.44 0.31 1.33
H 0.55 1.13 -0.91
H 1.83 -0.08 -1.15
H 4.29 0.71 -0.90
H 5.38 3.23 -1.15
H 1.28 3.61 -0.74
*
```

Need the Löwdin charges? In units of e they are:
1. O 0.04
2. C -0.58
3. C -0.34
4. S 1.00
5. C -0.65
6. N 0.09
7. C -0.23
8. C -0.02
9. C -0.10
10. C -0.10
11. C -0.02
12. C -0.20
13. N 0.12
14. N 0.05
15. C -0.16
16. C -0.14
17. C -0.14
18. N -0.09
19. C -0.09
20. C -0.17
21. N 0.05
22. C -0.17
23. H 0.09
24. H 0.08
25. H 0.11
26. H 0.10
27. H 0.10
28. H 0.11
29. H 0.16
30. H 0.09
31. H 0.12
32. H 0.12
33. H 0.10
34. H 0.11
35. H 0.12
36. H 0.13
37. H 0.11
38. H 0.09
39. H 0.11

=====

DFT (ωB97M-V with the def2-TZVPD basis set) results for a structure of composition C5H4Br3ClN2O.

Summary:
Lowest unoccupied orbital energy in hartree: 0.008
Total energy in Ha: -8559.837145

Structure (ORCA input):
```
! wB97M-V def2-TZVPD RIJCOSX def2/J DEFGRID3
* xyz 0 1
C 2.11 0.38 -1.12
C 2.04 -0.85 -0.48
C 0.98 1.04 -0.76
C -0.83 0.41 0.94
C -2.23 -0.50 -0.02
N 1.02 -0.91 0.38
N 0.30 0.21 0.14
O -0.70 -0.18 2.08
Cl -1.34 2.06 1.04
Br -3.83 0.11 0.78
Br -2.11 0.06 -1.88
Br -1.92 -2.35 0.13
H 3.02 0.72 -1.81
H 2.80 -1.57 -0.33
H 0.55 2.09 -1.08
H 0.15 -0.71 2.00
*
```

Need the Löwdin charges? In units of e they are:
1. C -0.09
2. C -0.14
3. C -0.11
4. C -1.04
5. C -1.68
6. N 0.06
7. N -0.18
8. O -0.02
9. Cl 0.74
10. Br 0.63
11. Br 0.60
12. Br 0.68
13. H 0.16
14. H 0.10
15. H 0.15
16. H 0.14

=====

DFT (ωB97M-V with the def2-TZVPD basis set) results for a structure of composition C38H33F2GeN4PdS.

Summary:
Lowest unoccupied orbital energy (alpha / beta) in hartree: -0.221 / -0.338
Total energy in Ha: -4488.919173

Structure (ORCA input):
```
! wB97M-V def2-TZVPD RIJCOSX def2/J DEFGRID3
* xyz 2 6
Pd 0.53 -0.03 1.34
S -0.79 1.11 3.06
C -1.86 -0.21 3.22
C -2.98 -0.16 4.05
C -3.85 -1.24 4.03
C -3.57 -2.30 3.19
C -2.41 -2.26 2.40
N -1.57 -1.26 2.41
H -3.15 0.71 4.68
H -4.74 -1.24 4.66
H -4.23 -3.15 3.13
H -2.19 -3.09 1.73
F 4.17 2.78 4.14
C 3.88 1.61 3.65
C 2.69 1.46 2.94
C 2.36 0.24 2.41
C 3.26 -0.88 2.63
C 4.47 -0.64 3.38
F 5.30 -1.65 3.60
C 4.79 0.57 3.89
C 2.88 -2.18 2.13
C 3.69 -3.32 2.11
C 3.17 -4.52 1.63
C 1.87 -4.55 1.20
C 1.12 -3.36 1.23
N 1.60 -2.23 1.66
H 2.08 2.34 2.80
H 5.70 0.74 4.46
H 4.71 -3.29 2.46
H 3.79 -5.41 1.61
H 1.42 -5.46 0.82
H 0.09 -3.35 0.87
C 0.41 5.56 -0.05
C 1.00 4.19 -0.02
C 2.16 3.68 -0.55
C 2.16 2.31 -0.23
N 1.08 2.01 0.48
N 0.38 3.16 0.59
C 3.19 1.30 -0.59
H 0.82 6.11 -0.89
H 0.65 6.11 0.86
H -0.67 5.52 -0.16
H 2.89 4.21 -1.13
H -0.52 3.17 1.03
H 3.53 1.46 -1.61
H 2.79 0.28 -0.53
H 4.07 1.37 0.06
C 0.61 -2.11 -1.77
Ge -0.29 -0.44 -1.24
C 0.26 0.95 -2.44
C -0.49 2.13 -2.50
C -0.17 3.14 -3.40
C 0.92 2.99 -4.24
C 1.67 1.82 -4.20
C 1.35 0.82 -3.30
C -2.23 -0.51 -1.14
C -2.90 0.00 -0.07
C -4.31 -0.08 0.06
C -5.03 -0.72 -0.90
C -4.39 -1.24 -2.06
C -5.15 -1.85 -3.09
C -4.56 -2.29 -4.23
C -3.17 -2.11 -4.41
C -2.41 -1.55 -3.43
C -2.99 -1.12 -2.20
H 0.62 -2.14 -2.86
H 0.06 -2.97 -1.40
H 1.64 -2.16 -1.42
H -1.37 2.24 -1.87
H -0.77 4.04 -3.45
H 1.17 3.77 -4.95
H 2.51 1.70 -4.88
H 1.95 -0.08 -3.29
H -2.35 0.50 0.72
H -4.80 0.36 0.91
H -6.10 -0.82 -0.82
H -6.22 -1.95 -2.95
H -5.15 -2.74 -5.02
H -2.71 -2.42 -5.34
H -1.36 -1.38 -3.61
*
```

Need the Löwdin charges? In units of e they are:
1. Pd 0.69
2. S 0.88
3. C -0.73
4. C -0.04
5. C -0.02
6. C 0.01
7. C -0.10
8. N 0.00
9. H 0.12
10. H 0.13
11. H 0.13
12. H 0.12
13. F 0.18
14. C -0.21
15. C -0.05
16. C -0.12
17. C -0.03
18. C -0.18
19. F 0.13
20. C 0.13
21. C -0.18
22. C 0.06
23. C 0.00
24. C 0.02
25. C -0.12
26. N 0.06
27. H 0.11
28. H 0.16
29. H 0.12
30. H 0.13
31. H 0.13
32. H 0.10
33. C 0.00
34. C -0.28
35. C 0.04
36. C -0.35
37. N -0.06
38. N 0.05
39. C -0.02
40. H 0.09
41. H 0.09
42. H 0.09
43. H 0.13
44. H 0.13
45. H 0.09
46. H 0.05
47. H 0.09
48. C -0.24
49. Ge 0.97
50. C -0.35
51. C -0.12
52. C -0.07
53. C -0.06
54. C -0.07
55. C -0.13
56. C -0.27
57. C -0.16
58. C -0.07
59. C -0.01
60. C -0.16
61. C -0.02
62. C -0.06
63. C -0.05
64. C -0.04
65. C -0.17
66. H 0.03
67. H 0.02
68. H 0.01
69. H 0.10
70. H 0.11
71. H 0.11
72. H 0.11
73. H 0.10
74. H 0.04
75. H 0.11
76. H 0.12
77. H 0.12
78. H 0.11
79. H 0.11
80. H 0.08

=====

Computed values of ΔE to the lowest compared entry with this formula, charge and spin (unit: eV) for the preceding records, in sequence: 3.711, 0.000, 1.772, 0.000, 0.000, 0.000.
Computed values of largest force on an atom (unit: eV/A) for the preceding records, in sequence: 1.92, 3.04, 0.51, 0.78, 4.41, 0.76.